(1)
Formula: C31H30Cl40FNO3
Source: the Open Molecules 2025 dataset
Level of theory: wB97M-V/def2-TZVPD

Output
SMILES string ... C#CCCOC[C@H](Cc1cccc(C)c1)O[C@H](CCC(N)=O)[C@H](F)CC.ClC(Cl)(Cl)Cl.ClC(Cl)(Cl)Cl.ClC(Cl)(Cl)Cl.ClC(Cl)(Cl)Cl.ClC(Cl)(Cl)Cl.ClC(Cl)(Cl)Cl.ClC(Cl)(Cl)Cl.ClC(Cl)(Cl)Cl.ClC(Cl)(Cl)Cl.ClC(Cl)(Cl)Cl
Energy relative to the best compared isomer or geometry (same formula, charge and spin) ... 157.73 kcal per mole
Kohn-Sham gap ... 8.10 eV
DFT total energy ... -19986.889286 hartree

```
106
C31H30Cl40FNO3 (wB97M-V/def2-TZVPD)
C 1.01324 -0.80515 7.90818
C 1.90119 -0.72901 7.06511
C 2.83492 -0.59839 5.79511
C 2.05926 0.09336 4.56065
O 2.96448 1.01832 3.93770
C 2.28094 1.80288 2.90961
C 2.66008 1.16371 1.50464
C 4.22434 1.52410 1.27638
C 4.44280 2.85970 0.47031
C 5.49133 2.84796 -0.63384
C 5.76885 4.11824 -1.41264
C 5.02025 5.40876 -1.16507
C 3.97397 5.41107 -0.09632
C 3.07654 6.68280 0.26533
C 3.73844 4.15762 0.69043
O 1.98221 1.68519 0.36842
C 0.57769 1.45751 0.32528
C -0.29699 2.61573 1.04461
C -1.42987 3.10786 0.05242
C -0.84317 4.00550 -1.14237
N -1.66122 4.17972 -2.34369
O 0.26219 4.52704 -1.10535
C 0.06832 0.02555 0.76314
F -0.02436 -0.15210 2.19652
C 0.81495 -1.19807 0.04105
C 1.40736 -0.83671 -1.38247
H 0.37261 -0.73885 8.82552
H 3.77875 -0.05204 6.08024
H 3.10213 -1.67390 5.52564
H 1.20015 0.66348 5.02315
H 1.74916 -0.75631 3.88403
H 1.18007 1.79437 3.16114
H 2.64558 2.86558 3.05800
H 2.64410 0.04081 1.63325
H 4.64249 0.63838 0.69306
H 4.77974 1.60656 2.25962
H 6.08546 1.93959 -0.92020
H 6.54244 4.13859 -2.23719
H 5.24047 6.35170 -1.75077
H 3.42479 7.21479 1.19576
H 2.03840 6.25762 0.47842
H 3.05710 7.32393 -0.66124
H 2.94997 4.19483 1.49360
H 0.28104 1.55323 -0.77640
H 0.42231 3.49675 1.16168
H -0.66427 2.31370 2.06564
H -2.25303 3.70149 0.55169
H -1.86060 2.18598 -0.46951
H -1.33010 3.57789 -3.11164
H -2.63024 3.89252 -2.16263
H -1.01373 -0.04546 0.39763
H 1.54966 -1.68959 0.74683
H 0.00152 -1.98135 -0.14182
H 0.65527 -0.41250 -2.10536
H 2.34459 -0.19038 -1.30909
H 1.77674 -1.82162 -1.83253
C -0.22852 0.13887 -5.10883
Cl 1.50100 0.39612 -4.81433
Cl -0.73038 -1.40112 -4.38649
Cl -1.15733 1.46589 -4.37655
Cl -0.53204 0.09803 -6.85457
C 1.22317 -4.95345 2.56419
Cl -0.23993 -5.36325 1.64918
Cl 1.33104 -3.19219 2.74759
Cl 1.14805 -5.71004 4.16715
Cl 2.65138 -5.54773 1.69534
C -3.84124 -4.44540 3.50520
Cl -4.77010 -4.88170 2.05423
Cl -4.95608 -3.90538 4.78116
Cl -2.93444 -5.85758 4.07948
Cl -2.70975 -3.13537 3.10895
C -4.01791 -0.44520 -9.51703
Cl -4.53911 -2.14073 -9.55504
Cl -5.21077 0.55945 -10.36243
Cl -3.87689 0.09282 -7.83302
Cl -2.44234 -0.29369 -10.31786
C -3.85681 0.59790 4.44917
Cl -4.37368 -1.09743 4.44714
Cl -5.04822 1.58501 3.57681
Cl -3.72451 1.17247 6.12389
Cl -2.27988 0.73432 3.64696
C -1.67070 7.81782 -1.08361
Cl -3.15234 7.45407 -1.99136
Cl -1.53444 9.57308 -0.85608
Cl -1.73953 7.02076 0.50268
Cl -0.26493 7.22479 -1.98092
C -0.31711 -2.57972 -12.89265
Cl 0.24480 -2.94407 -11.24914
Cl 0.30934 -3.80108 -14.01633
Cl -2.09000 -2.59644 -12.92774
Cl 0.26810 -0.97564 -13.37535
C -4.88015 -8.85389 2.33883
Cl -3.69499 -7.84152 1.48923
Cl -6.44443 -8.01841 2.39305
Cl -5.06385 -10.39542 1.47986
Cl -4.31837 -9.16362 3.99314
C -0.10011 -5.54574 -5.03640
Cl -1.11223 -6.80724 -5.76427
Cl 1.41156 -6.26480 -4.45003
Cl 0.26670 -4.30741 -6.25236
Cl -0.96804 -4.80390 -3.67586
C -3.32898 -3.92152 8.37014
Cl -3.51801 -2.25777 7.78400
Cl -3.03921 -3.90265 10.12076
Cl -4.80706 -4.84265 8.02504
Cl -1.95248 -4.68316 7.55068
```

(2)
Formula: C16H24ClInN7SSbSe4Si
Source: the Open Molecules 2025 dataset
Level of theory: wB97M-V/def2-TZVPD

Output
Net charge ... -2
Kohn-Sham gap ... 4.98 eV
DFT total energy ... -12191.494938 hartree

```
56
C16H24ClInN7SSbSe4Si (wB97M-V/def2-TZVPD)
In 0.24603 0.90552 -2.31261
N -1.03854 3.13414 1.62103
C -2.39022 2.98688 1.45679
C -2.55802 2.44478 0.21770
N -1.35744 2.24591 -0.36813
C -0.44961 2.65817 0.48315
C 0.96355 2.65458 0.25870
N 1.57851 1.93956 -0.65404
C 2.89169 2.23837 -0.59182
C 3.09427 3.17242 0.37896
N 1.86863 3.42270 0.92611
H -0.57723 3.45676 2.45518
H -3.09054 3.29047 2.20936
H -3.46645 2.18688 -0.28766
H 3.60517 1.78607 -1.25292
H 3.97725 3.69159 0.68390
H 1.67598 4.11770 1.62812
Se 3.87998 4.32695 -3.23152
Sb 2.10799 2.97342 -4.23452
Se -0.10560 3.42565 -2.99621
Se 2.46460 0.48427 -3.63301
Se 1.88744 3.23802 -6.64075
C -2.16419 -3.77620 0.83422
Si -2.74403 -1.97152 0.56654
C -4.19921 -1.93382 -0.67323
C -3.37941 -1.32905 2.26186
C -1.38282 -0.95918 -0.11599
C -0.53021 -0.32301 -0.70764
H -2.96134 -4.43290 1.17376
H -1.36270 -3.81597 1.56676
H -1.76965 -4.17979 -0.09356
H -5.04183 -2.56260 -0.39447
H -3.84955 -2.25376 -1.64989
H -4.56471 -0.91681 -0.78480
H -4.18943 -1.94261 2.65036
H -3.74730 -0.31050 2.17332
H -2.58153 -1.32759 3.00017
Cl -1.39501 -1.63737 -3.69777
C -1.27994 0.13477 -3.78396
H -2.25318 0.49766 -3.44895
H -1.17656 0.38456 -4.84377
C 3.67718 -2.02278 3.52970
C 2.26069 -1.63527 3.10190
C 2.13141 -1.61623 1.61780
N 2.58464 -0.69657 0.85548
N 2.36667 -0.88252 -0.43891
C 1.71424 -1.96168 -0.71805
N 1.45616 -2.41568 -1.95143
S 1.33532 -2.91670 0.72304
H 3.77565 -1.99073 4.61470
H 4.39116 -1.33486 3.08496
H 3.91402 -3.02694 3.18553
H 2.02450 -0.63918 3.48439
H 1.53670 -2.34359 3.50728
H 1.59239 -1.70241 -2.66316
H 0.60442 -2.94002 -2.08196
```

(3)
Formula: C2H2O2
Source: the Open Molecules 2025 dataset
Level of theory: wB97M-V/def2-TZVPD

Output
SMILES string ... C#COO
Energy relative to the best compared isomer or geometry (same formula, charge and spin) ... 104.18 kcal per mole
Kohn-Sham gap ... 10.27 eV
DFT total energy ... -227.681782 hartree

```
6
C2H2O2 (wB97M-V/def2-TZVPD)
C -1.49943 0.06133 0.10091
C -0.38509 -0.44017 -0.06817
O 1.72530 0.28245 0.00165
O 0.82640 -0.88492 -0.04648
H -2.48402 0.35063 0.05108
H 1.01986 0.97710 0.17966
```

E_HOMO, record by record: -8.30; -1.18; -9.89 eV